119
Properties=species:S:1:pos:R:3 method="wB97M-V/def2-TZVPD" total_charge=+2 homo_lumo_gap_ha="0.249 / 0.266" multiplicity=3 e_lumo_ev="-5.49 / -5.64" e_homo_ev="-12.27 / -12.88"
W -1.049 -0.400 -1.309
C -4.793 -3.930 1.458
N -4.232 -2.597 1.309
C -4.909 -1.556 2.056
C -2.995 -2.406 0.733
N -2.789 -1.413 -0.129
C -4.027 -0.750 -0.582
C -4.008 -0.372 -2.047
N -2.845 0.495 -2.348
C -3.088 1.906 -1.910
C -1.961 2.364 -1.003
N -1.782 1.311 -0.005
C -2.120 1.593 1.239
N -2.673 2.844 1.522
C -2.028 3.737 2.470
C -4.058 3.134 1.200
N -1.890 0.778 2.282
C -1.032 -0.393 2.288
C -2.516 0.988 3.586
C -2.536 0.481 -3.793
C -1.217 1.183 -4.022
N -0.168 0.773 -3.060
C 1.043 1.133 -3.431
N 1.218 2.076 -4.409
C 2.360 2.062 -5.316
C 0.581 3.387 -4.324
N 2.164 0.651 -2.722
C 2.821 1.768 -2.045
C 3.161 -0.175 -3.414
N -2.059 -3.306 1.096
C -0.869 -3.587 0.332
C -2.063 -3.924 2.415
H -5.839 -3.904 1.148
H -4.754 -4.289 2.489
H -4.264 -4.628 0.816
H -4.940 -1.818 3.119
H -5.937 -1.428 1.710
H -4.384 -0.612 1.952
H -4.201 0.150 0.016
H -4.889 -1.405 -0.434
H -4.934 0.155 -2.301
H -3.949 -1.261 -2.673
H -4.030 1.936 -1.363
H -3.199 2.551 -2.784
H -2.184 3.339 -0.567
H -1.025 2.461 -1.565
H -0.986 3.454 2.588
H -2.509 3.748 3.451
H -2.058 4.753 2.071
H -4.531 2.268 0.742
H -4.151 3.985 0.519
H -4.620 3.372 2.108
H -0.471 -0.479 1.358
H -1.639 -1.279 2.458
H -0.331 -0.312 3.119
H -3.409 1.597 3.509
H -1.818 1.448 4.286
H -2.799 0.014 3.984
H -3.326 1.008 -4.342
H -2.512 -0.549 -4.142
H -1.384 2.259 -3.967
H -0.870 0.973 -5.037
H 2.646 1.048 -5.567
H 3.221 2.604 -4.916
H 2.048 2.552 -6.238
H 0.098 3.519 -3.358
H -0.139 3.558 -5.126
H 1.365 4.142 -4.399
H 3.334 2.448 -2.733
H 3.556 1.359 -1.351
H 2.083 2.324 -1.477
H 2.689 -0.840 -4.133
H 3.668 -0.783 -2.666
H 3.915 0.429 -3.923
H -0.026 -2.977 0.672
H -1.055 -3.427 -0.724
H -0.603 -4.635 0.473
H -2.813 -3.474 3.058
H -1.083 -3.771 2.872
H -2.246 -4.998 2.349
C 5.696 -3.601 0.935
C 5.434 -2.237 1.571
C 6.592 -1.294 1.218
C 5.368 -2.419 3.093
C 4.133 -1.625 1.065
C 3.398 -2.181 0.027
C 2.231 -1.550 -0.353
Br 1.218 -2.256 -1.794
C 1.712 -0.395 0.236
O 0.510 0.045 -0.157
C 2.493 0.232 1.230
C 3.658 -0.434 1.609
C 2.200 1.573 1.940
C 1.222 2.493 1.203
C 3.507 2.379 2.094
C 1.636 1.326 3.348
H 6.600 -4.032 1.364
H 5.854 -3.526 -0.141
H 4.877 -4.296 1.121
H 7.540 -1.730 1.528
H 6.488 -0.331 1.717
H 6.636 -1.118 0.143
H 6.303 -2.842 3.455
H 4.561 -3.098 3.369
H 5.213 -1.476 3.615
H 3.713 -3.079 -0.483
H 4.247 0.015 2.392
H 1.699 2.957 0.344
H 0.943 3.304 1.878
H 0.320 1.979 0.877
H 4.077 2.402 1.165
H 4.151 1.993 2.881
H 3.259 3.405 2.366
H 0.566 1.128 3.307
H 1.779 2.218 3.959
H 2.133 0.494 3.846
S -2.697 -4.143 -3.630
C -2.048 -2.855 -3.005
N -1.578 -1.864 -2.535

=====

89
Properties=species:S:1:pos:R:3 method="wB97M-V/def2-TZVPD" homo_lumo_gap_ha="0.282 / 0.255" multiplicity=6 e_lumo_ev="0.70 / -0.95" e_homo_ev="-6.98 / -7.88"
Ru -0.120 -0.065 0.221
C 0.775 -0.059 2.682
C -0.543 0.502 2.678
C -1.436 -0.540 2.237
C -0.606 -1.685 1.992
C 0.740 -1.411 2.315
C 1.886 -2.406 2.397
C 2.904 -2.223 1.268
C 2.603 -2.204 3.739
C 1.339 -3.834 2.335
C -2.976 -0.650 2.166
C -3.621 -0.242 3.497
C -3.382 -2.115 1.935
C -3.609 0.173 1.036
C -0.769 1.896 3.278
C -1.160 1.740 4.759
C 0.544 2.704 3.294
C -1.824 2.728 2.543
H 1.664 0.467 2.988
H -0.970 -2.651 1.684
H 3.294 -1.205 1.251
H 2.450 -2.432 0.299
H 3.739 -2.914 1.410
H 3.104 -1.235 3.777
H 3.362 -2.977 3.875
H 1.903 -2.258 4.574
H 0.878 -4.038 1.367
H 0.597 -4.013 3.116
H 2.154 -4.547 2.470
H -3.162 -0.769 4.336
H -4.681 -0.504 3.473
H -3.559 0.825 3.685
H -2.991 -2.769 2.717
H -3.048 -2.487 0.969
H -4.471 -2.181 1.957
H -3.467 1.244 1.171
H -4.684 -0.021 1.009
H -3.200 -0.094 0.063
H -0.397 1.169 5.290
H -2.111 1.236 4.894
H -1.228 2.727 5.225
H 1.261 2.283 3.998
H 0.328 3.721 3.625
H 1.024 2.764 2.321
H -2.833 2.354 2.702
H -1.641 2.756 1.468
H -1.800 3.756 2.912
C 0.320 3.030 -0.318
Si -0.786 2.433 -1.708
C -2.367 3.431 -1.728
C 0.172 2.730 -3.284
N -1.124 0.753 -1.395
C -1.826 -0.067 -2.274
C -2.371 0.371 -3.491
C -3.059 -0.480 -4.343
C -3.249 -1.814 -4.016
C -2.751 -2.282 -2.808
C -2.078 -1.410 -1.991
F -1.636 -1.893 -0.789
H 0.030 4.031 0.010
H 1.361 3.049 -0.644
H 0.308 2.407 0.581
H -2.161 4.493 -1.573
H -3.042 3.096 -0.938
H -2.895 3.332 -2.679
H 0.547 3.758 -3.270
H -0.408 2.605 -4.197
H 1.037 2.064 -3.338
H -2.255 1.408 -3.766
H -3.453 -0.090 -5.272
H -3.780 -2.480 -4.681
H -2.876 -3.309 -2.493
O 2.019 0.403 -0.372
C 1.974 -0.442 -1.322
O 1.036 -1.279 -1.381
C 3.016 -0.420 -2.378
C 4.220 0.228 -2.148
C 5.222 0.261 -3.123
C 4.940 -0.362 -4.312
O 5.737 -0.458 -5.416
C 4.991 -1.205 -6.382
O 3.724 -1.525 -5.810
C 3.734 -1.001 -4.545
C 2.748 -1.060 -3.599
H 4.372 0.717 -1.195
H 6.168 0.754 -2.956
H 5.527 -2.127 -6.616
H 4.843 -0.593 -7.273
H 1.810 -1.571 -3.763

=====

20
Properties=species:S:1:pos:R:3 method="wB97M-V/def2-TZVPD" homo_lumo_gap_ha=0.368 e_lumo_ev=0.53 e_homo_ev=-9.48
C 4.378 0.316 2.743
N 4.173 -1.105 2.731
C 3.201 -1.983 3.387
C 1.814 -2.124 2.786
C 1.034 -0.877 2.567
N 1.028 0.269 3.049
C 4.190 -3.138 3.059
C 4.874 -2.111 2.155
O 5.341 -2.119 1.023
H 5.316 0.532 2.218
H 3.607 0.843 2.165
H 4.391 0.696 3.773
H 3.102 -1.739 4.454
H 1.857 -2.694 1.845
H 1.217 -2.775 3.445
H 4.799 -3.515 3.888
H 3.747 -3.986 2.523
O 0.808 -0.442 0.916
H 1.411 -1.008 0.412
H 0.874 0.850 1.901

=====

14
Properties=species:S:1:pos:R:3 method="wB97M-V/def2-TZVPD" homo_lumo_gap_ha=0.340 e_lumo_ev=1.05 smiles=CNc1cc[nH]n1 e_homo_ev=-8.21
C 2.210 0.089 0.276
N 1.165 0.252 -0.707
C -0.150 0.046 -0.374
N -1.107 0.511 -1.187
N -2.216 0.064 -0.624
C -2.081 -0.649 0.581
C -0.686 -0.636 0.747
H 2.217 -0.943 0.648
H 3.177 0.271 -0.202
H 2.113 0.765 1.139
H 1.307 0.945 -1.426
H -3.081 0.028 -1.141
H -2.754 0.317 0.704
H -0.113 -1.059 1.567

=====

63
Properties=species:S:1:pos:R:3 method="wB97M-V/def2-TZVPD" homo_lumo_gap_ha=0.299 e_lumo_ev=0.36 smiles="CCCCn1c(SCC(=O)NCc2ccccc2)nc2ccc(N3CCOCC3)cc2c1=O" e_homo_ev=-7.77
C 4.490 -0.732 -3.575
C 3.800 0.308 -2.700
C 4.476 0.479 -1.340
C 4.172 -0.642 -0.342
N 2.777 -0.632 0.066
C 1.860 -1.514 -0.417
N 0.604 -1.500 -0.127
C 0.130 -0.548 0.733
C -1.233 -0.504 1.046
C -1.710 0.454 1.902
C -0.861 1.409 2.500
C 0.493 1.361 2.186
C 0.987 0.400 1.308
C 2.406 0.368 0.976
O 3.242 1.128 1.422
H 1.208 2.045 2.613
N -1.403 2.397 3.304
C -2.371 2.054 4.329
H -2.988 1.216 4.012
C -3.252 3.272 4.613
H -3.946 3.064 5.429
O -2.474 4.370 5.024
C -1.529 4.701 4.036
C -0.596 3.528 3.715
H 0.063 3.824 2.899
H 0.009 3.290 4.604
H -0.958 5.545 4.427
H -2.048 5.008 3.114
H -3.819 3.533 3.706
H -1.849 1.774 5.259
H -2.770 0.486 2.100
H -1.899 -1.222 0.595
S 2.423 -2.781 -1.506
C 0.930 -3.793 -1.741
H 0.394 -3.803 -0.793
C 0.038 -3.286 -2.877
O -0.120 -3.908 -3.905
N -0.535 -2.110 -2.590
H -0.349 -1.701 -1.675
C -1.441 -1.409 -3.479
C -2.431 -0.644 -2.645
C -2.045 0.546 -2.039
C -2.919 1.233 -1.217
C -4.191 0.736 -0.991
C -4.584 -0.449 -1.589
C -3.707 -1.138 -2.410
H -4.013 -2.064 -2.873
H -5.576 -0.840 -1.416
H -4.877 1.272 -0.351
H -2.605 2.155 -0.749
H -1.052 0.936 -2.214
H -0.872 -0.721 -4.119
H -1.928 -2.150 -4.117
H 1.299 -4.787 -1.993
H 4.408 -1.620 -0.761
H 4.768 -0.478 0.560
H 5.558 0.522 -1.477
H 4.162 1.421 -0.887
H 2.752 0.033 -2.561
H 3.817 1.270 -3.218
H 3.985 -0.812 -4.534
H 5.524 -0.447 -3.755
H 4.477 -1.711 -3.106

=====

21
Properties=species:S:1:pos:R:3 method="wB97M-V/def2-TZVPD" total_charge=+1 homo_lumo_gap_ha=0.211 e_lumo_ev=-7.51 e_homo_ev=-13.26
C -1.497 0.537 -0.225
C -0.944 0.530 1.200
C 0.402 -0.036 1.255
C 0.687 -1.400 1.619
N 0.779 -1.884 3.021
O -0.190 -2.430 1.011
N -0.843 1.507 -1.003
H -2.593 0.718 -0.222
H -1.327 -0.519 -0.711
H -1.660 -0.194 1.732
H -1.083 1.601 1.681
H 1.167 0.708 1.624
H 1.896 -1.620 1.195
H 1.647 -2.003 3.481
H 0.202 -1.327 3.763
H -0.207 -3.118 1.736
H -0.967 1.655 -2.015
H 0.190 1.311 -0.861
H 0.785 1.379 -6.218
H 2.095 2.585 -6.304
O 1.461 2.000 -5.759

=====

24
Properties=species:S:1:pos:R:3 method="wB97M-V/def2-TZVPD" homo_lumo_gap_ha=0.326 e_lumo_ev=0.75 smiles=Cc1ccc(O)cc1.CC e_homo_ev=-8.13
C 1.520 -2.350 1.590
C 1.291 1.376 1.011
C 1.230 0.172 1.707
C 0.924 1.270 -0.398
C 1.091 -1.095 1.082
C 0.595 0.017 -0.950
C 0.816 -1.161 -0.260
O 0.997 2.254 -1.321
H 1.256 2.420 1.546
H 1.576 0.049 2.750
H 0.761 3.206 -1.028
H 0.078 0.248 -1.956
H 1.609 -3.106 0.832
H 0.716 -2.546 2.373
H 0.618 -2.127 -0.708
H 2.475 -2.297 2.109
C -4.061 -0.310 -1.509
C -2.875 -0.030 -0.512
H -4.371 0.616 -2.125
H -3.555 -1.133 -1.982
H -4.880 -0.690 -0.921
H -1.879 0.001 -1.078
H -2.568 -0.869 0.060
H -2.998 0.860 0.131

=====

10
Properties=species:S:1:pos:R:3 method="wB97M-V/def2-TZVPD" total_charge=+1 homo_lumo_gap_ha=0.499 e_lumo_ev=-3.89 e_homo_ev=-17.46
O -1.603 0.973 0.296
H -2.352 0.372 0.216
H -1.707 1.802 -0.192
H -0.284 0.493 0.278
C 1.102 -1.253 -0.345
O 0.704 0.120 0.068
H 0.230 -1.899 -0.302
H 1.415 -1.090 -1.383
H 2.042 -1.646 0.069
H 1.337 0.800 0.337

=====

Calculated E, -139565.10615, -58877.83558, -13455.50076, -8728.25240, -49351.70064, -11422.17752, -11605.26074, -5237.42834 eV (same order as the records).
Calculated F_max, 0.94, 0.35, 5.33, 2.91, 0.94, 6.40, 4.25, 2.22 eV Å⁻¹ (same order as the records).
Calculated relative energy (zero: lowest compared OMol25 entry of this formula, charge and spin), 43.7, 0.0, 428.5, 330.6, 0.0, 704.0, 229.2, 39.3 kJ/mol (same order as the records).